(1)
100
Properties=species:S:1:pos:R:3:forces:R:3:lowdin_charge:R:1 method="wB97M-V/def2-TZVPD" charge=-1 e_tot_ha=-6864.374235
Ag 0.091728 -2.126019 0.349154 -0.128 0.277 0.093 0.49
C 0.328342 5.705340 3.206886 -0.716 0.690 -0.707 -0.07
C -0.622828 4.979814 2.230208 0.873 -0.843 0.560 -0.57
C -2.039740 5.000125 2.788391 -0.532 0.496 -0.835 -0.06
C -0.567701 5.710372 0.865695 -1.308 -0.943 0.120 -0.04
C -0.145852 3.539959 2.075408 -0.053 -0.405 0.532 -0.21
C -0.945387 2.663863 1.399042 -0.554 -1.218 -1.275 -0.08
C -0.592179 1.295381 1.215194 -0.841 1.356 -0.187 -0.41
Se -1.681605 0.016519 0.236186 -0.216 0.638 -0.371 1.05
C -1.266318 0.360253 -1.658819 0.134 0.390 1.128 -0.39
C -1.371767 1.647955 -2.150873 -0.396 0.060 0.404 -0.10
C -1.048673 1.915927 -3.458023 -0.027 0.854 -1.863 -0.17
C -0.576446 0.847662 -4.261956 -0.106 0.385 -0.187 0.00
C -0.362918 -0.428173 -3.758280 -0.228 0.213 -0.197 -0.11
C -0.738944 -0.715441 -2.402147 0.649 -0.060 0.237 -0.45
O -0.510241 -1.864351 -1.865046 0.022 -0.404 -0.117 -0.26
C 0.255995 -1.540586 -4.619496 1.266 1.045 0.466 -0.53
C 0.549710 -1.022327 -6.044443 -0.328 -0.784 0.355 -0.08
C 1.664320 -1.947237 -3.988401 -0.008 -0.646 -0.293 -0.04
C -0.697392 -2.701235 -4.647004 -1.303 -0.928 0.474 -0.08
C -1.308770 3.346719 -4.085471 0.107 -1.008 0.844 -0.54
C -0.686034 3.480989 -5.457000 1.215 -0.607 -0.688 -0.10
C -2.832458 3.607320 -4.211835 0.440 -0.080 -0.030 -0.05
C -0.657176 4.453963 -3.226404 0.041 -0.359 -0.858 -0.06
C 0.501494 0.780213 1.914123 0.897 -0.520 0.726 -0.45
O 0.676854 -0.491737 2.035122 0.314 -0.150 0.357 -0.26
C 1.401095 1.716538 2.593608 -0.341 -2.069 -0.348 -0.10
C 1.011611 3.000991 2.687417 -0.737 1.757 -0.019 -0.02
C 2.736557 1.215924 3.187320 -0.248 1.082 0.010 -0.52
C 3.628688 2.491687 3.404189 0.446 -1.425 1.033 -0.07
C 2.581756 0.452627 4.524083 -1.036 0.110 -0.014 -0.05
C 3.458376 0.317640 2.183960 0.299 0.160 -0.060 -0.07
H -0.047138 6.722206 3.370311 0.034 -0.036 0.097 0.08
H 1.294971 5.800972 2.734841 0.477 0.018 0.001 0.08
H 0.443145 5.219327 4.166516 -0.121 -0.194 0.175 0.08
H -2.325085 6.064313 2.800231 -0.273 -0.250 0.538 0.08
H -2.177064 4.488884 3.751132 0.260 0.363 -0.173 0.09
H -2.724602 4.527861 2.065620 0.158 0.087 0.326 0.07
H -0.793417 6.747620 1.110634 0.193 0.320 -0.592 0.07
H -1.350647 5.309621 0.126844 1.103 0.535 1.104 0.10
H 0.420508 5.540775 0.445333 0.027 0.384 -0.183 0.08
H -1.897538 3.043378 0.989001 0.554 -0.449 -0.037 0.10
H -1.744752 2.433390 -1.485899 0.121 -0.182 -0.232 0.10
H -0.377771 1.019081 -5.343368 -0.135 -0.025 1.199 0.08
H 1.089446 -0.094613 -6.008789 0.382 0.410 -0.006 0.06
H -0.373829 -0.861902 -6.598501 -0.092 0.003 -0.119 0.08
H 1.167174 -1.742764 -6.580422 -0.047 -0.161 -0.084 0.08
H 2.523663 -1.421345 -4.506719 -0.989 -0.487 0.584 0.08
H 1.811859 -3.065693 -4.105102 -0.035 1.142 -0.021 0.08
H 1.700656 -1.750489 -2.900092 -0.084 0.001 -0.604 0.06
H -1.663885 -2.426466 -5.127617 0.604 0.025 0.087 0.09
H -0.977089 -2.998682 -3.597149 0.553 0.112 -1.071 0.09
H -0.287336 -3.553312 -5.208481 -0.027 0.061 0.178 0.07
H -0.957051 2.683966 -6.149147 -0.415 0.009 0.007 0.06
H 0.433780 3.376545 -5.405257 -0.902 0.435 0.079 0.11
H -0.963450 4.421573 -5.942895 0.160 0.056 0.186 0.08
H -3.280385 2.926032 -4.933427 0.066 -0.159 -0.107 0.08
H -2.970733 4.620056 -4.599186 -0.213 0.110 0.164 0.07
H -3.383191 3.463025 -3.275676 0.270 0.199 -0.028 0.08
H 0.403294 4.253177 -3.026287 -0.316 -0.141 0.085 0.09
H -1.205302 4.591116 -2.315822 -0.111 0.197 0.652 0.05
H -0.696334 5.361059 -3.832773 -0.085 0.301 0.266 0.07
H 1.561500 3.670616 3.320795 0.395 0.130 -0.062 0.07
H 3.340575 3.101273 4.257413 -0.267 -0.065 0.183 0.07
H 3.628974 3.126439 2.558744 -0.077 0.569 -1.075 0.06
H 4.674387 2.206870 3.590417 -0.173 -0.161 -0.013 0.08
H 1.986746 1.069941 5.242968 0.424 -0.503 -0.454 0.09
H 3.548805 0.232643 4.979124 0.137 0.068 -0.044 0.07
H 2.054535 -0.515737 4.356532 0.249 0.727 0.067 0.08
H 3.568749 0.841823 1.208707 0.246 -0.334 0.621 0.10
H 2.922872 -0.614869 2.002512 -0.076 0.171 0.078 0.06
H 4.418759 0.091904 2.674715 0.083 -0.025 -0.643 0.08
C 2.365979 -4.550854 2.597217 0.638 -0.495 -0.564 -0.31
As 1.529102 -4.076165 0.881760 -1.219 0.111 -0.338 1.03
C 0.500781 -5.745619 0.531856 -0.075 0.682 -0.814 -0.31
C 2.876115 -4.280620 -0.566034 -0.754 -1.702 1.200 -0.30
H 3.082001 -5.378703 2.422456 -0.414 0.250 0.323 0.02
H 1.643403 -4.793992 3.389680 0.060 -0.002 -0.547 0.03
H 2.926292 -3.683347 2.911536 0.207 0.272 0.183 0.00
H 1.195623 -6.603437 0.468694 -0.653 0.197 -0.021 0.02
H -0.122131 -5.572393 -0.381240 1.044 -0.252 0.216 0.04
H -0.313418 -5.827356 1.245174 0.433 -0.228 0.627 -0.04
H 3.190325 -5.326031 -0.303528 0.511 0.910 -0.857 0.02
H 3.662385 -3.531335 -0.546847 -0.036 -0.151 -0.034 0.02
H 2.275563 -4.287228 -1.492255 0.436 0.157 0.391 0.02
C -3.393587 -6.865110 1.680458 -0.004 -0.676 0.584 -0.12
C -2.629014 -6.448622 2.982624 -1.215 0.557 0.093 -0.24
C -2.490271 -4.916479 3.101503 0.393 -0.626 -2.722 -0.64
N -1.993986 -4.264719 2.050676 -0.142 -2.494 1.591 -0.02
N -1.675383 -3.013961 2.297726 -0.152 1.126 0.432 -0.04
C -2.015605 -2.615380 3.501815 -0.435 -0.500 -1.233 -0.70
N -1.879032 -1.331841 3.830704 0.897 1.488 0.362 0.11
S -2.799190 -3.872519 4.413631 0.344 0.220 0.662 1.06
H -3.345224 -7.966070 1.594913 0.398 0.335 -0.123 0.06
H -2.985236 -6.407792 0.756039 -0.506 -0.114 0.699 0.07
H -4.485249 -6.733781 1.842882 0.681 0.637 -0.444 0.07
H -1.599297 -6.870519 2.990967 -0.780 0.094 0.219 0.10
H -3.275098 -6.840367 3.820246 1.124 0.280 -0.520 0.11
H -1.067592 -0.847486 3.407520 -0.469 -0.293 -0.086 0.09
H -2.210158 -0.968565 4.699262 0.035 -0.108 0.300 0.09


(2)
106
Properties=species:S:1:pos:R:3:forces:R:3:mulliken_spin:R:1 method="wB97M-V/def2-TZVPD" charge=0 s_squared=3.76 e_tot_ha=-6678.347164 spin_multiplicity=4
V 0.474535 -0.628321 0.456309 -0.301 -0.096 0.476 2.78
C 3.253672 -1.121860 1.902401 0.049 0.040 -0.016 0.07
N 2.259779 -1.885066 1.118446 0.024 0.060 -0.093 -0.12
C 1.676225 -2.890041 2.050146 0.043 -0.003 0.124 0.05
C 0.277673 -3.299436 1.672949 -0.048 -0.091 -0.021 0.00
N -0.628190 -2.126184 1.722924 0.089 -0.055 0.033 -0.10
C -1.904847 -2.474645 1.069775 -0.078 -0.055 -0.042 0.06
C -0.832944 -1.689186 3.105244 -0.050 0.076 0.138 0.10
C -1.463173 -2.548761 4.002671 -0.021 -0.035 -0.024 0.00
C -1.683942 -2.188218 5.318719 -0.010 -0.033 -0.001 0.00
C -1.263496 -0.936060 5.752106 -0.008 0.012 0.007 0.00
C -0.630793 -0.080803 4.874680 -0.011 -0.033 0.004 0.00
C -0.391687 -0.429038 3.534262 -0.021 -0.105 0.103 -0.05
S 0.412559 0.725111 2.497995 0.090 0.000 -0.060 0.02
C 2.867744 -2.539586 -0.042008 0.045 -0.085 -0.160 0.09
C 4.176645 -3.012248 0.038176 0.046 -0.023 0.049 0.00
C 4.789907 -3.637971 -1.033049 0.011 0.005 0.018 0.00
C 4.078734 -3.806489 -2.213587 -0.016 -0.001 -0.005 0.00
C 2.778559 -3.352318 -2.299381 0.063 -0.014 0.017 0.01
C 2.136702 -2.711826 -1.228531 0.094 -0.030 -0.008 -0.04
S 0.483759 -2.183961 -1.457386 -0.201 0.061 -0.080 -0.01
H 3.903613 -1.779781 2.487602 -0.007 -0.001 -0.013 0.00
H 2.718346 -0.455423 2.574724 -0.002 -0.022 0.018 -0.01
H 3.882942 -0.532162 1.239056 0.008 -0.016 0.004 -0.01
H 1.653507 -2.436690 3.044253 -0.004 0.016 -0.017 0.00
H 2.329699 -3.767888 2.094964 -0.005 0.019 0.021 0.00
H -0.059171 -4.088770 2.355404 -0.019 0.020 -0.012 0.00
H 0.253361 -3.686413 0.654945 0.009 -0.012 0.014 -0.01
H -2.492699 -3.178691 1.666585 0.032 -0.013 -0.020 0.00
H -1.682482 -2.917435 0.100525 0.009 0.025 -0.003 0.01
H -2.492176 -1.576092 0.904427 -0.030 -0.011 0.032 -0.02
H -1.791630 -3.524209 3.663938 -0.003 0.002 0.005 0.00
H -2.177743 -2.872187 5.995848 -0.002 -0.005 -0.004 0.00
H -1.429003 -0.629062 6.777287 -0.001 -0.003 0.002 0.00
H -0.298313 0.893651 5.210707 0.007 0.000 0.000 0.00
H 4.736759 -2.895836 0.956886 -0.008 0.001 -0.009 0.00
H 5.809530 -3.988851 -0.943996 0.000 0.002 0.004 0.00
H 4.538737 -4.288549 -3.066920 0.003 -0.001 0.000 0.00
H 2.218460 -3.475551 -3.217414 -0.007 0.002 -0.004 0.00
C -2.258820 -4.017654 -3.605119 -0.035 0.006 0.022 0.00
C -3.412119 -3.346465 -2.889528 -0.009 -0.070 0.010 0.00
O -3.518094 -1.966428 -3.257528 0.108 0.096 -0.038 0.00
P -2.674580 -0.868742 -2.366231 -0.148 0.000 0.107 0.06
O -3.862602 0.069699 -1.800972 0.006 -0.040 -0.006 -0.01
C -4.943678 0.530375 -2.628651 -0.059 0.025 -0.022 0.00
C -6.241640 -0.089160 -2.157021 0.050 0.009 -0.005 0.00
O -2.206835 0.105124 -3.595598 0.007 0.015 -0.010 0.00
C -1.208009 -0.412274 -4.487980 0.058 -0.002 -0.052 0.00
C -1.018037 0.573324 -5.618080 -0.034 -0.022 0.040 0.00
H -2.220890 -5.077081 -3.344738 0.004 -0.005 0.002 0.00
H -1.311366 -3.560176 -3.313450 -0.004 -0.014 -0.005 0.00
H -2.383295 -3.933343 -4.685439 0.007 0.011 -0.010 0.00
H -3.297201 -3.437452 -1.803876 0.010 0.005 -0.012 0.00
H -4.364397 -3.804552 -3.161248 0.012 0.010 0.024 0.00
H -4.746779 0.286066 -3.672548 0.005 -0.004 0.009 0.00
H -4.969669 1.617995 -2.534268 0.000 -0.012 -0.018 0.00
H -6.189189 -1.174910 -2.235928 -0.005 -0.003 -0.006 0.00
H -7.073545 0.263653 -2.768477 -0.005 0.013 -0.001 0.00
H -6.439345 0.175950 -1.117937 0.002 -0.009 0.007 0.00
H -1.541603 -1.377250 -4.879239 -0.001 0.006 0.008 0.00
H -0.277259 -0.576224 -3.935249 -0.018 -0.008 -0.010 0.00
H -1.959602 0.736256 -6.142672 0.000 0.002 -0.008 0.00
H -0.285368 0.189867 -6.328921 0.013 -0.005 0.000 0.00
H -0.661861 1.532330 -5.243593 -0.004 0.016 0.000 0.00
N 5.511326 1.692511 -1.232438 -0.013 0.012 0.037 0.00
C 4.644871 2.214513 -2.142645 0.108 0.006 -0.007 0.00
O 5.029558 2.919272 -3.054823 -0.046 0.007 0.023 0.00
C 3.191228 1.896978 -1.966875 -0.114 0.014 -0.042 0.02
C 2.287768 2.491497 -2.839009 0.002 -0.067 0.043 0.01
C 0.943398 2.193663 -2.713524 0.042 0.028 -0.015 -0.01
C 0.547502 1.308276 -1.729644 0.059 -0.004 -0.173 0.06
N 1.400798 0.760100 -0.862601 0.131 0.181 -0.212 -0.10
C 2.692226 1.053388 -0.987682 0.013 0.094 0.025 0.09
H 6.491272 1.833910 -1.405971 0.002 -0.006 -0.007 0.00
H 5.239676 1.008640 -0.552538 0.011 -0.028 -0.019 0.00
H 2.662534 3.166672 -3.595809 0.005 0.005 -0.002 0.00
H 0.201984 2.630900 -3.366708 -0.003 0.000 -0.007 0.00
H -0.487301 1.005927 -1.636907 0.002 -0.006 -0.024 -0.01
H 3.335437 0.578697 -0.261652 0.015 0.007 0.001 -0.02
C -3.383343 2.228230 1.825774 0.008 -0.003 0.006 0.00
C -2.577210 3.232478 0.990144 0.042 -0.036 -0.012 0.01
C -2.095660 2.393972 -0.183615 -0.018 0.120 0.084 0.01
O -1.857941 1.102349 0.378015 0.015 -0.121 -0.294 0.03
C -2.920509 0.858730 1.301783 0.015 -0.010 0.094 0.03
H -4.456383 2.353143 1.678395 -0.002 -0.001 -0.005 0.00
H -3.177992 2.335460 2.890282 0.002 -0.004 0.003 0.00
H -1.704121 3.585028 1.539859 -0.003 0.002 -0.004 0.00
H -3.161971 4.096204 0.675766 -0.002 0.005 -0.012 0.00
H -1.160907 2.771284 -0.589921 -0.003 0.001 0.004 -0.01
H -2.848716 2.318343 -0.978128 -0.004 -0.005 0.015 0.00
H -2.524829 0.226704 2.095401 -0.008 0.015 -0.013 -0.02
H -3.731795 0.336466 0.784101 0.010 0.014 -0.001 0.00
C 3.303873 2.987757 2.829036 0.018 0.088 -0.102 0.00
As 1.965544 4.284426 2.303558 -0.044 -0.013 0.268 0.00
C 0.576485 4.138643 3.642675 0.051 0.035 -0.016 0.00
C 2.826131 5.992128 2.628967 -0.047 -0.082 -0.027 0.00
S 1.266959 4.085997 0.362309 0.043 0.040 -0.107 0.00
H 3.651480 3.200886 3.839905 -0.022 -0.015 0.010 0.00
H 4.137562 3.055084 2.130128 -0.023 0.021 -0.002 0.00
H 2.852487 1.997968 2.782760 -0.034 0.025 0.031 0.01
H 0.969142 4.371435 4.632494 0.028 0.012 -0.008 0.00
H 0.205187 3.113883 3.610216 0.029 0.063 -0.027 0.00
H -0.227237 4.826444 3.385212 0.039 0.040 -0.012 0.00
H 3.072062 6.104019 3.684468 -0.001 -0.021 0.004 0.00
H 2.153365 6.786792 2.313553 -0.023 -0.022 0.008 0.00
H 3.732737 6.039116 2.028255 -0.009 -0.012 -0.009 0.00


> Look up the charge of the first one.

-1